{
  "formula": "C41H56N5O2PS2Tc",
  "method": "ωB97M-V/def2-TZVPD",
  "elements": ["Tc", "C", "C", "C", "C", "C", "C", "C", "N", "C", "C", "C", "C", "C", "C", "O", "C", "C", "C", "C", "C", "C", "C", "C", "C", "O", "C", "C", "C", "C", "C", "C", "H", "H", "H", "H", "H", "H", "H", "H", "H", "H", "H", "H", "H", "H", "H", "H", "H", "H", "H", "H", "H", "H", "H", "H", "H", "H", "H", "H", "H", "H", "H", "H", "H", "H", "H", "H", "H", "H", "H", "H", "S", "C", "N", "C", "C", "C", "C", "C", "C", "S", "H", "H", "H", "H", "C", "N", "C", "N", "C", "N", "C", "P", "C", "C", "H", "H", "H", "H", "H", "H", "H", "H", "H", "H", "H", "H"],
  "coordinates": [[-1.42, -0.19, 0.88], [4.77, -3.92, 2.10], [4.55, -3.14, 0.79], [4.97, -4.00, -0.41], [5.41, -1.88, 0.81], [3.07, -2.83, 0.66], [2.59, -1.53, 0.61], [1.23, -1.32, 0.52], [0.55, -0.12, 0.49], [1.14, 1.13, 0.34], [2.33, 1.44, -0.26], [2.76, 2.77, -0.27], [1.96, 3.76, 0.35], [0.72, 3.53, 0.90], [0.28, 2.17, 0.85], [-0.90, 1.79, 1.19], [-0.05, 4.70, 1.50], [0.81, 5.32, 2.62], [-1.42, 4.35, 2.11], [-0.29, 5.76, 0.40], [4.08, 3.12, -0.93], [5.21, 2.32, -0.25], [4.00, 2.72, -2.42], [4.42, 4.61, -0.85], [0.31, -2.45, 0.55], [-0.93, -2.14, 0.63], [0.80, -3.80, 0.54], [2.15, -3.92, 0.61], [-0.09, -5.05, 0.59], [0.51, -6.15, -0.29], [-1.52, -4.81, 0.10], [-0.15, -5.53, 2.05], [5.84, -4.15, 2.19], [4.23, -4.86, 2.11], [4.47, -3.33, 2.96], [6.04, -4.23, -0.33], [4.81, -3.48, -1.36], [4.44, -4.95, -0.45], [6.46, -2.16, 0.90], [5.17, -1.23, 1.66], [5.30, -1.30, -0.11], [3.27, -0.70, 0.69], [2.93, 0.69, -0.75], [2.33, 4.77, 0.35], [0.99, 4.59, 3.42], [0.28, 6.17, 3.06], [1.77, 5.67, 2.25], [-1.34, 3.60, 2.90], [-2.12, 3.98, 1.35], [-1.84, 5.25, 2.54], [0.65, 6.12, -0.02], [-0.81, 6.61, 0.83], [-0.90, 5.35, -0.41], [5.06, 1.24, -0.34], [5.28, 2.57, 0.81], [6.16, 2.56, -0.72], [3.82, 1.65, -2.55], [4.95, 2.96, -2.91], [3.21, 3.27, -2.93], [4.53, 4.95, 0.19], [3.68, 5.23, -1.35], [5.38, 4.78, -1.34], [2.57, -4.92, 0.65], [0.59, -5.83, -1.33], [-0.14, -7.03, -0.26], [1.50, -6.48, 0.04], [-1.54, -4.37, -0.90], [-2.10, -4.18, 0.77], [-2.03, -5.78, 0.03], [0.85, -5.78, 2.42], [-0.77, -6.42, 2.12], [-0.57, -4.76, 2.70], [-2.37, 0.17, 2.99], [-3.59, -0.88, 2.36], [-3.32, -1.17, 1.11], [-4.20, -2.12, 0.59], [-4.13, -2.75, -0.65], [-5.11, -3.67, -0.97], [-6.14, -3.97, -0.07], [-6.19, -3.38, 1.17], [-5.21, -2.46, 1.50], [-4.98, -1.63, 3.02], [-3.31, -2.55, -1.32], [-5.08, -4.17, -1.93], [-6.89, -4.70, -0.35], [-6.97, -3.64, 1.88], [-5.11, 1.82, -2.35], [-4.05, 1.15, -3.11], [-3.14, 2.15, -3.66], [-2.58, 3.03, -2.63], [-3.66, 3.65, -1.88], [-4.59, 2.68, -1.29], [-3.98, 1.92, -0.21], [-2.54, 0.96, -0.88], [-3.36, 0.14, -2.32], [-1.65, 2.32, -1.76], [-5.78, 1.07, -1.91], [-5.69, 2.43, -3.04], [-3.70, 2.77, -4.36], [-2.34, 1.66, -4.20], [-4.23, 4.29, -2.56], [-3.24, 4.28, -1.09], [-4.71, 1.23, 0.22], [-3.63, 2.59, 0.58], [-4.08, -0.59, -1.95], [-2.62, -0.38, -2.92], [-0.83, 1.90, -2.35], [-1.23, 3.02, -1.04]],
  "lowdin_charge": [1.23, -0.02, -0.55, -0.02, -0.05, -0.08, 0.06, -0.14, -0.03, -0.16, 0.04, -0.09, 0.06, -0.06, -0.25, -0.26, -0.53, -0.02, -0.04, -0.02, -0.55, -0.02, -0.03, -0.05, -0.20, -0.14, -0.05, 0.06, -0.53, -0.04, -0.05, -0.02, 0.10, 0.09, 0.10, 0.10, 0.10, 0.08, 0.10, 0.09, 0.08, 0.10, 0.11, 0.10, 0.10, 0.10, 0.08, 0.09, 0.06, 0.10, 0.09, 0.10, 0.08, 0.06, 0.10, 0.10, 0.08, 0.10, 0.10, 0.10, 0.09, 0.10, 0.11, 0.10, 0.10, 0.08, 0.09, 0.07, 0.10, 0.09, 0.10, 0.09, 0.72, -1.06, -0.19, -0.30, -0.05, -0.05, -0.05, -0.06, -0.43, 1.14, 0.10, 0.12, 0.12, 0.12, -0.16, -0.14, -0.16, -0.13, -0.16, -0.13, -0.26, 1.01, -0.28, -0.27, 0.14, 0.14, 0.14, 0.14, 0.14, 0.13, 0.10, 0.09, 0.07, 0.11, 0.11, 0.08],
  "multiplicity": 4,
  "homo_lumo_gap_ev": [6.51, 5.36],
  "largest_force_ev_per_a": 0.2,
  "molar_mass_g_mol": 844.0,
  "total_charge": 2
}

{
  "formula": "C41H57Br3N6O3",
  "method": "ωB97M-V/def2-TZVPD",
  "elements": ["C", "C", "C", "O", "C", "C", "C", "C", "O", "C", "C", "C", "C", "C", "Br", "C", "C", "Br", "C", "Br", "C", "C", "O", "H", "H", "H", "H", "H", "H", "H", "H", "H", "H", "H", "H", "H", "H", "H", "C", "C", "C", "C", "N", "H", "H", "H", "H", "H", "H", "H", "C", "C", "C", "C", "N", "H", "H", "H", "H", "H", "H", "H", "C", "C", "C", "C", "N", "H", "H", "H", "H", "H", "H", "H", "C", "C", "C", "C", "N", "H", "H", "H", "H", "H", "H", "H", "C", "C", "C", "C", "N", "H", "H", "H", "H", "H", "H", "H", "C", "C", "C", "C", "N", "H", "H", "H", "H", "H", "H", "H"],
  "coordinates": [[1.50, -4.32, 0.58], [0.15, -3.46, 0.85], [-0.75, -3.45, -0.50], [-2.14, -3.21, -0.17], [-2.91, -2.90, -1.38], [-2.98, -4.27, -2.22], [-3.32, -5.49, -1.55], [-3.31, -6.83, -2.47], [-4.10, -7.79, -2.30], [-2.15, -6.84, -3.59], [-1.36, -8.11, -3.98], [-0.25, -7.98, -5.04], [0.13, -6.67, -5.81], [1.29, -6.67, -6.90], [2.75, -5.30, -6.92], [1.38, -7.66, -7.94], [0.34, -8.86, -8.09], [2.87, -7.61, -9.26], [-0.68, -5.38, -5.41], [-0.29, -3.62, -6.24], [-1.79, -5.49, -4.31], [-2.64, -4.22, -3.80], [-3.00, -3.27, -4.53], [1.29, -5.45, 0.54], [2.02, -3.99, -0.38], [2.20, -4.11, 1.47], [-0.46, -4.09, 1.61], [0.36, -2.41, 1.23], [-0.33, -2.70, -1.27], [-0.56, -4.49, -0.98], [-2.35, -2.15, -2.06], [-3.95, -2.49, -1.13], [-3.57, -5.56, -0.45], [-1.54, -9.11, -3.49], [0.37, -8.91, -5.32], [-0.68, -8.48, -7.70], [0.29, -9.33, -9.13], [0.71, -9.69, -7.38], [-1.31, 0.83, 2.48], [-2.27, -0.01, 3.32], [-1.59, -0.69, 4.50], [-0.52, -1.62, 4.01], [0.33, -2.35, 3.61], [-0.53, 0.21, 2.02], [-1.85, 1.32, 1.66], [-0.83, 1.60, 3.08], [-2.74, -0.76, 2.68], [-3.07, 0.64, 3.69], [-2.32, -1.26, 5.08], [-1.14, 0.06, 5.17], [3.40, 3.43, 2.15], [2.19, 3.42, 1.23], [1.03, 4.27, 1.76], [0.58, 3.74, 3.09], [0.23, 3.32, 4.13], [3.17, 3.00, 3.12], [4.21, 2.84, 1.71], [3.77, 4.45, 2.30], [1.86, 2.39, 1.09], [2.49, 3.80, 0.24], [0.19, 4.25, 1.06], [1.34, 5.32, 1.88], [-3.16, -7.94, -11.45], [-4.13, -8.77, -10.61], [-3.44, -9.47, -9.44], [-2.39, -10.41, -9.95], [-1.56, -11.15, -10.36], [-2.40, -8.56, -11.92], [-3.70, -7.43, -12.26], [-2.67, -7.18, -10.84], [-4.61, -9.51, -11.25], [-4.91, -8.12, -10.22], [-4.17, -10.04, -8.86], [-2.97, -8.74, -8.77], [-1.10, 7.70, 1.13], [-1.16, 8.45, 2.46], [0.09, 9.29, 2.73], [1.29, 8.40, 2.79], [2.24, 7.70, 2.84], [-0.28, 6.98, 1.12], [-2.02, 7.14, 0.96], [-0.97, 8.40, 0.30], [-1.31, 7.73, 3.27], [-2.04, 9.11, 2.45], [-0.02, 9.82, 3.68], [0.23, 10.04, 1.95], [6.51, 3.22, 6.63], [5.85, 4.60, 6.60], [5.69, 5.15, 5.19], [7.04, 5.30, 4.54], [8.10, 5.42, 4.04], [7.53, 3.26, 6.23], [6.58, 2.85, 7.65], [5.94, 2.50, 6.04], [6.44, 5.29, 7.21], [4.86, 4.52, 7.07], [5.20, 6.13, 5.22], [5.07, 4.49, 4.58], [0.23, 11.17, 8.13], [-1.00, 10.29, 8.27], [-1.25, 9.42, 7.04], [-1.46, 10.29, 5.83], [-1.63, 10.97, 4.88], [0.13, 11.88, 7.31], [0.39, 11.75, 9.05], [1.13, 10.57, 7.96], [-1.87, 10.93, 8.46], [-0.88, 9.64, 9.15], [-2.14, 8.80, 7.19], [-0.40, 8.76, 6.86]],
  "lowdin_charge": [-0.13, -0.23, -0.23, -0.19, -0.14, -0.08, 0.08, -0.27, 0.05, -0.03, 0.01, -0.01, -0.19, -0.61, 0.57, -0.66, -0.14, 0.61, -0.45, 0.69, -0.05, -0.26, 0.03, 0.08, 0.07, 0.08, 0.11, 0.07, 0.14, 0.12, 0.13, 0.14, 0.14, 0.11, 0.11, 0.08, 0.06, 0.09, -0.12, -0.26, -0.18, -0.18, 0.15, 0.07, 0.08, 0.02, 0.11, 0.11, 0.11, 0.12, -0.12, -0.26, -0.18, -0.20, 0.13, 0.07, 0.08, 0.07, 0.11, 0.11, 0.11, 0.08, -0.11, -0.27, -0.18, -0.22, 0.14, 0.07, 0.07, 0.08, 0.11, 0.11, 0.12, 0.10, -0.11, -0.27, -0.19, -0.20, 0.13, 0.05, 0.08, 0.08, 0.11, 0.11, 0.06, 0.12, -0.11, -0.27, -0.18, -0.21, 0.13, 0.07, 0.07, 0.08, 0.11, 0.11, 0.11, 0.10, -0.11, -0.27, -0.18, -0.19, 0.15, 0.07, 0.07, 0.08, 0.11, 0.11, 0.12, 0.12],
  "smiles": "CCCOCC1=CC(=O)c2ccc(/C(Br)=C(\\C)Br)c(Br)c2C1=O.CCCC#N.CCCC#N.CCCC#N.CCCC#N.CCCC#N.CCCC#N",
  "homo_lumo_gap_ev": 7.46,
  "largest_force_ev_per_a": 4.3,
  "molar_mass_g_mol": 921.7
}